(1)
Here is C4H6N2O in the gas phase at a distorted geometry from the OMol25 dataset. Energies are from ωB97M-V with the def2-TZVPD basis set.

Last column: natural (NBO) charge in e.
Positions of all 13 atoms, in Å:
1 C -1.783 -0.577 0.271  -0.63
2 C -0.368 -0.128 0.198  0.01
3 C 0.807 -0.802 0.426  -0.01
4 N 1.888 -0.069 0.090  -0.75
5 C 1.044 1.165 -0.856  0.90
6 O 1.538 1.666 -1.801  -0.49
7 N -0.066 1.236 -0.119  -0.69
8 H -2.354 -0.272 -0.610  0.22
9 H -1.813 -1.666 0.332  0.22
10 H -2.292 -0.171 1.148  0.20
11 H 0.848 -1.878 0.538  0.20
12 H 2.758 -0.535 -0.114  0.39
13 H -0.207 2.031 0.495  0.43

The value obtained for the calculated total energy is -340.70442 a.u. The spin multiplicity is 1. As for the SMILES: Cc1c[nH]c(=O)[nH]1. The maximum force is 4.6 eV/Å. The calculation puts the HOMO energy at -7.53 eV. The value obtained for the energy relative to the best compared isomer or geometry (same formula, charge and spin) is 56.8 kcal/mol. Its total charge is 0. As for the gap between HOMO and LUMO: 8.290 eV.

---

(2)
Here is C4H6N2O in the gas phase at a distorted geometry from the OMol25 dataset. Energies are from ωB97M-V with the def2-TZVPD basis set.

Last column: natural (NBO) charge in e.
Positions of all 13 atoms, in Å:
1 O -1.938 -0.477 0.903  -0.57
2 N -0.545 -0.193 0.748  -0.22
3 C 0.259 -1.348 0.267  -0.06
4 C 1.408 -0.873 -0.350  -0.25
5 C 1.460 0.614 -0.806  -0.31
6 N 0.236 1.393 -0.912  -0.42
7 C -0.592 0.947 -0.148  0.26
8 H -2.022 -0.381 1.920  0.48
9 H -0.162 -2.261 0.800  0.24
10 H 2.155 -1.617 -0.903  0.23
11 H 1.932 0.813 -1.814  0.22
12 H 2.049 1.156 0.012  0.20
13 H -1.499 1.666 0.127  0.18

The value obtained for the calculated total energy is -340.61972 a.u. The spin multiplicity is 1. As for the SMILES: ON1C=CCN=C1. The maximum force is 6.3 eV/Å. The calculation puts the HOMO energy at -8.69 eV. The value obtained for the energy relative to the best compared isomer or geometry (same formula, charge and spin) is 109.9 kcal/mol. Its total charge is 0. As for the gap between HOMO and LUMO: 9.494 eV.

---

(3)
Here is C4H6N2O as an isolated structure at a distorted geometry from the OMol25 dataset. Energies are from ωB97M-V with the def2-TZVPD basis set.

Last column: natural (NBO) charge in e.
Positions of all 13 atoms, in Å:
1 C -1.985 0.224 -0.046  -0.43
2 C 0.354 -0.341 0.024  0.44
3 C 0.909 0.881 -0.040  -0.23
4 C 2.470 -0.432 0.001  0.28
5 H -1.570 1.036 -0.743  0.21
6 H -2.121 0.750 0.993  0.18
7 H -3.024 -0.104 -0.576  0.22
8 H -1.348 -1.721 0.471  0.41
9 H 0.235 1.811 0.170  0.21
10 H 3.492 -0.865 -0.283  0.20
11 N -0.958 -0.785 0.016  -0.64
12 N 2.253 0.766 0.051  -0.43
13 O 1.293 -1.220 -0.039  -0.42

The value obtained for the calculated total energy is -340.69286 a.u. The spin multiplicity is 1. The maximum force is 5.9 eV/Å. The calculation puts the HOMO energy at -8.06 eV. The value obtained for the energy relative to the best compared isomer or geometry (same formula, charge and spin) is 64.0 kcal/mol. Its total charge is 0. As for the gap between HOMO and LUMO: 8.934 eV.

---

(4)
Here is C4H6N2O as an isolated structure at a distorted geometry from the OMol25 dataset. Energies are from ωB97M-V with the def2-TZVPD basis set.

Last column: natural (NBO) charge in e.
Positions of all 13 atoms, in Å:
1 N -1.443 0.756 -1.250  -0.83
2 C -0.536 0.275 -0.294  0.22
3 C 0.828 0.164 -0.380  0.06
4 O 1.494 0.414 -1.568  -0.68
5 C 1.325 -0.456 0.800  -0.34
6 C 0.227 -0.678 1.583  -0.07
7 N -0.895 -0.231 0.917  -0.51
8 H -0.914 0.904 -2.107  0.39
9 H -1.826 1.656 -0.972  0.37
10 H 1.090 -0.595 -1.507  0.52
11 H 2.355 -0.697 1.028  0.23
12 H 0.147 -1.125 2.559  0.21
13 H -1.850 -0.386 1.191  0.41

The value obtained for the calculated total energy is -340.69859 a.u. The spin multiplicity is 1. The maximum force is 4.1 eV/Å. The calculation puts the HOMO energy at -7.69 eV. The value obtained for the energy relative to the best compared isomer or geometry (same formula, charge and spin) is 60.4 kcal/mol. Its total charge is 0. As for the gap between HOMO and LUMO: 8.527 eV.